Entry 1:
The following is a quantum chemistry calculation of a cluster of 2 separate species, C5H11O2S in total, from the Open Molecules 2025 dataset.

Highest occupied orbital energy (eV): -4.2839
Total charge: -1
Energy relative to the best compared isomer or geometry (same formula, charge and spin) (eV): 0.152
Electronic energy (eV): -20295.2876

Atoms and positions in Å:
C -0.1514 -3.3945 0.9046
C -0.5691 -2.1051 0.1491
O -1.6780 -2.1643 -0.4309
O 0.2299 -1.1412 0.2027
H 0.8288 -3.2840 1.3804
H -0.1103 -4.1953 0.1688
H -0.9650 -3.6420 1.5784
C -0.6151 2.0785 0.2698
C 0.6127 1.8314 1.1180
C 0.5132 1.3118 -2.1034
S -0.2511 2.7504 -1.3676
H -1.1835 1.1740 0.0887
H -1.3515 2.7065 0.7897
H 1.3361 2.6419 1.1644
H 1.1465 0.9701 0.7185
H 1.5539 1.4843 -2.3718
H 0.5075 0.4632 -1.4136
H -0.0812 0.9606 -2.9516
H 0.2277 1.5538 2.1056

Forces on atoms 1 to 3 (eV/Å):
C 0.064 0.304 -0.529
C -0.272 -0.220 0.006
O 0.251 0.099 0.087

Löwdin population analysis, charges in e, atoms 1 to 2: atom 1 (C): -0.06, atom 2 (C): -0.78

Entry 2:
The following is a quantum chemistry calculation of a cluster of 2 separate species, C5H11O2Si in total at a distorted geometry, from the Open Molecules 2025 dataset.

Highest occupied orbital energy (eV): -2.7833
Total charge: -1
Energy relative to the best compared isomer or geometry (same formula, charge and spin) (eV): 2.009
Electronic energy (eV): -17336.3248

Atoms and positions in Å:
C -2.2004 1.4810 -0.3764
C -1.2496 -1.3372 1.2245
C 0.8045 -0.6932 -1.9158
C 1.8699 1.3850 0.0844
C 0.1222 -0.6715 1.1507
O -2.1900 2.4194 0.3768
O -2.9896 0.8765 -1.0569
Si 0.2647 0.4272 -0.4790
H -1.3474 -2.2130 1.9754
H -1.9607 -0.5848 1.4558
H -1.5490 -1.5814 0.1908
H 1.0430 -0.1404 -2.8422
H 1.6030 -1.3529 -1.7224
H 0.0771 -1.4533 -2.2011
H 2.7121 0.8040 0.3152
H 2.0913 2.1186 -0.5577
H 1.6142 1.9155 1.0337
H 0.9731 -1.3321 1.3551
H 0.3116 -0.0674 1.9888

Forces on atoms 1 to 3 (eV/Å):
C 0.085 0.245 -0.241
C 0.518 -1.328 0.139
C -0.842 0.100 -0.874

Löwdin population analysis, charges in e, atoms 1 to 2: atom 1 (C): -0.68, atom 2 (C): -0.21

Entry 3:
The following is a quantum chemistry calculation of a cluster of 2 separate species, C5H11O3 in total at a distorted geometry, from the Open Molecules 2025 dataset.

Highest occupied orbital energy (eV): -2.4632
Total charge: -1
Energy relative to the best compared isomer or geometry (same formula, charge and spin) (eV): 3.521
Electronic energy (eV): -11504.5460

Atoms and positions in Å:
C 0.3912 -1.6592 -0.1988
O -0.6748 -1.5752 -1.0711
C -0.1776 -1.2437 1.1950
C -0.4140 0.1905 1.4326
C -1.1674 0.8385 0.3151
C -0.6625 1.7015 -0.6859
O -1.2910 2.3129 -1.5099
H 0.7177 -2.6451 -0.0281
H 1.1387 -0.9182 -0.5731
H 0.5614 -1.5469 2.0115
H -1.1042 -1.7544 1.3920
H -1.1906 0.2068 2.3089
H 0.4357 0.8264 1.7272
H -2.2812 0.6921 0.4576
H -1.3687 -0.7782 -0.8406
H 0.4671 1.8388 -0.6835
H 2.4257 1.8821 -1.5172
H 1.6490 0.7480 -1.9578
O 2.5454 0.8832 -1.7739

Forces on atoms 1 to 3 (eV/Å):
C -1.499 3.383 1.744
O -3.220 0.445 -1.560
C 3.227 -1.104 1.187

Löwdin population analysis, charges in e, atoms 1 to 2: atom 1 (C): -0.29, atom 2 (O): -0.17

Entry 4:
The following is a quantum chemistry calculation of a cluster of 2 separate species, C5H11O3 in total at a distorted geometry, from the Open Molecules 2025 dataset.

Highest occupied orbital energy (eV): -4.4912
Total charge: -1
Energy relative to the best compared isomer or geometry (same formula, charge and spin) (eV): 0.386
Electronic energy (eV): -11507.6813

Atoms and positions in Å:
C -0.0827 1.3623 1.0075
C -0.2078 2.8876 1.0790
C -1.1485 0.8081 0.1018
O 1.2000 1.0565 0.4710
H -0.0958 0.9006 2.0066
H -1.2452 3.2048 1.1432
H -1.1443 -0.2815 0.0582
H -2.1875 1.0760 0.3125
H -1.0176 1.1773 -0.9218
H 1.1356 0.2848 -0.1619
H 0.2115 3.2271 0.1355
H 0.3232 3.3298 1.9350
C 0.1644 -3.1588 -1.2549
C 1.1614 -2.1448 -0.6657
O 1.9777 -2.5304 0.1742
O 1.0722 -0.9898 -1.1807
H 0.6839 -3.5614 -2.1335
H -0.7559 -2.6800 -1.5585
H -0.0448 -3.9683 -0.5473

Forces on atoms 1 to 3 (eV/Å):
C 0.782 -0.003 -0.104
C 0.176 -0.274 0.330
C -1.023 -0.470 -0.700

Löwdin population analysis, charges in e, atoms 1 to 2: atom 1 (C): -0.51, atom 2 (C): -0.08

Look up the electronic energy of the second one. -17336.3248 eV